This record from the Open Molecules 2025 dataset describes one molecule with the formula C3H4N2OS2. The level of theory is ωB97M-V/def2-TZVPD.

Properties
LUMO energy in eV: 0.37
2S+1: 1
Kohn-Sham gap in eV: 9.35
SMILES string: N[C@@H]1S[C@@]1(O)N=C=S

Atoms and positions in Å:
H -1.39 1.21 -0.04
C -3.34 -1.47 0.91
N 0.54 0.74 -0.64
H 1.25 0.03 -0.51
H -0.10 -2.57 0.89
O 0.01 -1.79 0.32
H 0.93 1.67 -0.60
S -0.41 0.29 2.03
C -0.56 0.55 0.17
S -4.82 -1.82 1.17
N -2.21 -1.26 0.57
C -0.90 -0.83 0.63



This record from the Open Molecules 2025 dataset describes one molecule with the formula C3H4N2OS2. The level of theory is ωB97M-V/def2-TZVPD.

Properties
LUMO energy in eV: -0.68
2S+1: 1
Kohn-Sham gap in eV: 8.76
SMILES string: O=C1NNCC(=S)S1

Atoms and positions in Å:
C 0.99 0.70 -0.13
H -2.29 0.48 0.03
C 1.51 -0.71 -0.12
N -0.43 0.99 -0.46
H 1.28 0.87 1.04
S 0.06 -1.92 -0.25
H -0.41 1.98 0.08
S 2.98 -1.09 0.14
C -1.47 -1.10 0.05
H 1.70 1.21 -0.89
N -1.37 0.26 0.44
O -2.56 -1.69 0.07



This record from the Open Molecules 2025 dataset describes a 2-piece molecular cluster, C3H4N2S2 overall. The level of theory is ωB97M-V/def2-TZVPD.

Properties
LUMO energy in eV: -0.61
2S+1: 1
Kohn-Sham gap in eV: 7.75

Atoms and positions in Å:
H 4.05 0.48 0.75
H -2.27 -0.46 1.04
C 2.89 0.54 0.33
N -0.66 0.37 -0.78
C 0.30 0.11 0.24
S -1.43 -0.91 1.94
H -0.35 1.09 -1.29
S -1.31 -0.95 -1.56
C 1.62 0.43 0.05
H -2.93 -0.30 -2.17
N 0.10 -0.39 1.47



This record from the Open Molecules 2025 dataset describes C3H4N2S2 as an isolated structure. The level of theory is ωB97M-V/def2-TZVPD.

Properties
LUMO energy in eV: -1.70
2S+1: 1
Kohn-Sham gap in eV: 7.08

Atoms and positions in Å:
C -2.04 -0.97 -0.06
N -0.12 -0.08 -0.21
N -1.37 0.06 -0.03
S 2.52 -0.73 -0.18
H 2.85 1.62 0.88
H -1.71 -2.07 -0.06
C 0.66 1.00 -0.11
H 0.12 -1.16 -0.54
C 2.04 0.76 0.17
S 0.25 2.64 -0.19
H -3.20 -1.07 0.33



This record from the Open Molecules 2025 dataset describes one molecule with the formula C3H4N2S2. The level of theory is ωB97M-V/def2-TZVPD.

Properties
LUMO energy in eV: -2.24
2S+1: 1
Kohn-Sham gap in eV: 7.24
SMILES string: [H]/N=C(/N)C(=S)C=S

Atoms and positions in Å:
C 1.07 -1.30 -0.23
C -0.31 -0.81 -0.08
N 0.11 1.50 -0.66
H -1.93 0.23 1.36
N -1.50 1.07 0.93
C -0.64 0.62 0.12
S 2.40 -0.72 0.48
H 1.09 -2.28 -0.75
H 1.05 1.18 -0.93
H 0.11 2.48 -0.28
S -1.43 -1.97 0.05



This record from the Open Molecules 2025 dataset describes one molecule with the formula C3H4N2S2. The level of theory is ωB97M-V/def2-TZVPD.

Properties
LUMO energy in eV: -0.07
2S+1: 1
Kohn-Sham gap in eV: 8.73
SMILES string: C#C/C(=N/S)NS

Atoms and positions in Å:
C 0.34 -0.28 0.12
H -1.70 -0.39 0.02
S 1.51 2.19 0.91
H -1.71 2.43 -0.47
C 0.84 -2.86 -0.38
H 1.06 -3.94 -0.24
N 1.34 0.45 0.58
N -1.04 0.20 -0.19
S -1.21 1.55 -1.27
H 0.09 2.32 1.04
C 0.48 -1.67 -0.11



This record from the Open Molecules 2025 dataset describes an isolated ion of composition C3H4N3 and charge +1. The level of theory is ωB97M-V/def2-TZVPD.

Properties
LUMO energy in eV: -4.85
Charge: +1
2S+1: 1
Kohn-Sham gap in eV: 9.89

Atoms and positions in Å:
H 1.86 -1.63 0.24
C 0.02 -0.94 -0.44
H -1.96 -1.30 -0.62
N -1.20 -0.66 -0.34
C -0.78 1.32 0.60
N 0.08 1.94 1.11
H 0.50 2.84 1.22
H 1.82 -0.90 -1.44
N -1.61 0.50 0.22
C 1.28 -1.16 -0.55



This record from the Open Molecules 2025 dataset describes an isolated ion of composition C3H4N3O2S and charge -1. The level of theory is ωB97M-V/def2-TZVPD.

Properties
LUMO energy in eV: 3.75
Charge: -1
2S+1: 1
Kohn-Sham gap in eV: 7.62

Atoms and positions in Å:
H -0.41 1.02 0.13
H 0.52 1.52 -1.82
C -0.06 -0.03 0.28
O 4.80 1.58 0.25
N 0.93 -0.21 -0.71
H -0.94 -0.71 0.18
S 5.24 0.16 0.15
C 1.16 0.51 -1.78
N 1.75 -1.28 -0.42
C 3.91 -0.61 -1.31
O 5.07 -0.71 1.33
H 0.43 -0.05 1.24
N 2.95 -1.05 -0.79



This record from the Open Molecules 2025 dataset describes one molecule with the formula C3H4N4. The level of theory is ωB97M-V/def2-TZVPD.

Properties
LUMO energy in eV: 0.66
2S+1: 1
Kohn-Sham gap in eV: 9.39
SMILES string: [H]/N=N\c1c[nH]cn1

Atoms and positions in Å:
N 1.58 -0.49 -0.08
H 2.37 -0.87 -0.33
N -2.92 0.29 -0.18
C 0.34 -1.10 -0.01
C -0.62 -0.22 0.35
H -2.30 1.19 0.06
H 0.36 -2.21 0.20
N 0.01 1.10 0.14
C 1.32 0.95 -0.07
H 1.89 1.86 -0.07
N -2.02 -0.50 -0.01



This record from the Open Molecules 2025 dataset describes one molecule with the formula C3H4N4. The level of theory is ωB97M-V/def2-TZVPD.

Properties
LUMO energy (alpha / beta) in eV: -1.15 / -1.15
2S+1: 1
Kohn-Sham gap (alpha / beta) in eV: 7.58 / 7.58

Atoms and positions in Å:
H 2.53 -0.62 0.48
C 1.44 -0.72 0.57
H 1.19 -1.72 0.21
N -1.46 1.43 -0.94
C -1.36 0.17 -0.68
N 0.57 1.50 -0.18
H -2.66 -0.90 0.25
H 1.21 -0.68 1.64
N -1.82 -0.93 -0.34
C 0.75 0.28 -0.25
N -0.40 2.19 -0.76



This record from the Open Molecules 2025 dataset describes one molecule with the formula C3H4N4. The level of theory is ωB97M-V/def2-TZVPD.

Properties
LUMO energy in eV: -0.84
2S+1: 1
Kohn-Sham gap in eV: 7.37
SMILES string: C1=CNN=CN=N1

Atoms and positions in Å:
N 0.20 0.01 -1.56
H -2.04 -1.67 0.24
C -1.20 -1.09 0.21
N 1.16 0.66 -0.94
N -0.97 0.04 1.00
N 0.18 0.90 1.35
H 2.22 1.19 1.08
H -0.78 -1.94 -1.56
C -0.38 -1.15 -0.89
H -1.46 0.17 1.82
C 1.25 0.73 0.59



This record from the Open Molecules 2025 dataset describes one molecule with the formula C3H4N4. The level of theory is ωB97M-V/def2-TZVPD.

Properties
LUMO energy in eV: 0.41
2S+1: 1
Kohn-Sham gap in eV: 10.39
SMILES string: C=Cn1ncnn1

Atoms and positions in Å:
H -1.85 1.31 0.01
N 0.27 -0.32 0.00
H -3.10 -0.07 0.00
N 0.74 0.92 0.00
C -1.10 -0.66 0.00
N 1.21 -1.25 0.00
H -1.25 -1.73 0.00
H 2.78 1.49 0.00
N 2.35 -0.62 0.00
C 2.04 0.70 0.00
C -2.07 0.25 0.00



This record from the Open Molecules 2025 dataset describes a 2-piece molecular cluster, C3H4N4 overall. The level of theory is ωB97M-V/def2-TZVPD.

Properties
LUMO energy in eV: 0.36
2S+1: 1
Kohn-Sham gap in eV: 8.62

Atoms and positions in Å:
C 0.19 0.68 0.55
C 1.02 -0.45 0.20
C -2.09 0.18 1.42
N -2.06 -1.39 -1.37
H 0.47 1.74 0.48
H 2.50 0.91 -0.39
N -1.07 -1.35 -1.85
H 2.87 -0.75 -0.57
N -1.02 0.45 0.95
H -3.00 0.03 0.86
N 2.19 -0.06 -0.27



This record from the Open Molecules 2025 dataset describes C3H4N4 as an isolated structure. The level of theory is ωB97M-V/def2-TZVPD.

Properties
LUMO energy in eV: 0.16
2S+1: 1
Kohn-Sham gap in eV: 9.97

Atoms and positions in Å:
H -3.12 -0.27 0.37
N 2.44 -0.67 -0.05
N 0.87 0.89 0.07
C 2.14 0.64 0.10
H -1.28 -1.72 0.78
N 1.35 -1.20 -0.23
C -2.11 0.19 -0.12
H 2.68 1.73 -0.14
N 0.29 -0.32 -0.02
H -2.20 1.39 -0.76
C -1.06 -0.67 -0.01



This record from the Open Molecules 2025 dataset describes one molecule with the formula C3H4N4. The level of theory is ωB97M-V/def2-TZVPD.

Properties
LUMO energy in eV: -0.58
2S+1: 1
Kohn-Sham gap in eV: 8.27
SMILES string: Nc1cncnn1

Atoms and positions in Å:
C -2.03 -0.06 0.37
N -1.55 -0.86 -0.55
H 2.19 -1.04 -1.14
N -0.24 -0.94 -0.81
C 0.59 -0.08 -0.26
H -3.11 -0.04 0.53
N -1.28 0.74 1.18
C 0.03 0.67 0.98
H 2.68 0.28 -0.24
N 1.91 -0.14 -0.75
H 0.80 1.48 0.69



This record from the Open Molecules 2025 dataset describes one molecule with the formula C3H4N4. The level of theory is ωB97M-V/def2-TZVPD.

Properties
LUMO energy in eV: 0.02
2S+1: 1
Kohn-Sham gap in eV: 7.68

Atoms and positions in Å:
C 1.98 0.64 -0.08
H 3.02 0.97 -0.13
N 1.26 1.24 0.87
H -1.60 -1.18 -0.71
N -0.02 0.88 0.98
H -2.49 0.17 -0.12
C 0.32 -0.69 -0.92
N 1.61 -0.28 -0.97
N -1.78 -0.53 0.10
C -0.38 -0.03 0.11
H -2.06 -1.04 0.95



This record from the Open Molecules 2025 dataset describes one molecule with the formula C3H4N4O. The level of theory is ωB97M-V/def2-TZVPD.

Properties
LUMO energy in eV: 0.00
2S+1: 1
Kohn-Sham gap in eV: 10.05
SMILES string: C=Cn1nnnc1O

Atoms and positions in Å:
H -1.22 2.12 0.22
C 2.17 -0.34 -0.02
C -1.50 0.21 -0.08
H 2.13 -1.43 0.35
C 1.06 0.42 -0.17
N -0.45 -1.62 -0.05
O -2.04 1.49 -0.03
N -0.22 -0.20 -0.20
H 1.12 1.59 -0.19
H 3.09 0.31 0.25
N -1.70 -1.78 -0.11
N -2.42 -0.75 0.04



This record from the Open Molecules 2025 dataset describes one molecule with the formula C3H4N4O. The level of theory is ωB97M-V/def2-TZVPD.

Properties
LUMO energy in eV: -0.58
2S+1: 1
Kohn-Sham gap in eV: 9.07
SMILES string: O=C1NN=CC=NN1

Atoms and positions in Å:
H -2.63 -1.19 0.65
N 0.59 -1.17 -0.19
N -0.81 1.48 -0.05
N -0.66 -1.45 0.25
H 1.19 -1.94 -0.06
C 1.20 0.04 -0.06
C -1.76 -0.81 -0.04
O 2.49 0.02 -0.09
H 1.08 1.91 -0.03
H -2.71 1.04 -0.45
C -1.75 0.65 -0.28
N 0.45 1.25 0.40



This record from the Open Molecules 2025 dataset describes one molecule with the formula C3H4N4O. The level of theory is ωB97M-V/def2-TZVPD.

Properties
LUMO energy in eV: 0.30
2S+1: 1
Kohn-Sham gap in eV: 10.00
SMILES string: [H]/N=C(\N)c1nnco1

Atoms and positions in Å:
C -1.26 -1.41 1.27
C -0.35 0.28 0.37
N -0.53 0.56 1.70
H -1.67 -2.36 1.38
N -1.04 -0.62 2.27
C 0.57 0.88 -0.54
H 1.37 2.55 -0.99
H 1.69 0.04 -2.15
O -0.75 -0.98 0.17
H 0.24 -0.97 -1.66
N 0.92 2.05 -0.18
N 0.81 -0.03 -1.64



This record from the Open Molecules 2025 dataset describes a 2-piece molecular cluster, C3H4N4O overall. The level of theory is ωB97M-V/def2-TZVPD.

Properties
LUMO energy in eV: 0.88
2S+1: 1
Kohn-Sham gap in eV: 9.35

Atoms and positions in Å:
N -1.54 -0.03 -0.74
H 1.24 -0.42 0.59
H -0.29 -1.68 -0.86
H -2.24 -0.31 -1.34
C 0.42 0.04 0.14
C -0.37 1.12 0.65
N -0.27 -0.66 -0.77
N -3.53 -1.86 -0.09
O 0.05 2.13 1.42
N -4.50 -1.43 0.22
H -0.36 2.90 1.04
C -1.64 1.09 -0.04



Q: Which energy values were calculated for the entries above? A: -1097.81051; -1097.74577; -1022.36345; -1022.42064; -1022.54959; -1022.42818; -280.58418; -829.47905; -335.61502; -335.55583; -335.53064; -335.67983; -335.62731; -335.54682; -335.62977; -335.59627; -410.85179; -410.86874; -410.91036; -410.90370, in a.u..
Q: Which energy relative to the best compared isomer or geometry (same formula, charge and spin) values were calculated for the entries above? A: 27.6; 68.3; 158.3; 122.4; 41.5; 117.6; 28.2; 143.8; 99.3; 136.5; 152.3; 58.7; 91.6; 142.1; 90.1; 111.1; 95.1; 84.4; 58.3; 62.5, in kcal/mol.